16 unconnected molecules or ions with the total composition C66H174N10O26 at a distorted geometry. Source: OMol25; level of theory: ωB97M-V/def2-TZVPD.

Cartesian coordinates (Å):
C (-13.49614, -11.33942, 18.53599)
C (-15.87014, -22.27378, 8.10511)
H (-22.26465, -14.83854, 13.03635)
H (-14.87050, -24.57871, 8.36870)
H (-30.49858, -12.95342, 12.31613)
H (-21.67266, -13.59332, 10.83298)
C (-19.97720, -11.24068, 14.48473)
H (-27.22652, -21.23840, 2.76316)
H (-23.66544, -10.76303, 3.33029)
C (-18.67458, -5.09224, 20.74557)
H (-24.64626, -12.65584, 18.46073)
H (-24.71566, -21.26479, 1.43369)
H (-13.48567, -5.23659, 14.40334)
H (-29.30013, -16.12484, 0.62702)
H (-26.09248, -13.57680, 18.27260)
H (-18.21711, -19.01248, 8.23048)
H (-20.24391, -2.86042, 18.69581)
H (-14.95597, -9.93313, 8.16004)
H (-21.20507, -4.57116, 21.55068)
H (-14.84503, -14.90091, 23.43899)
H (-13.37062, -11.77428, 20.48890)
H (-27.92146, -9.64874, -0.84686)
H (-28.63810, -17.58550, 3.33092)
H (-13.67752, -14.07441, 18.68727)
H (-30.32459, -17.93133, 12.45296)
O (-22.04971, -2.38541, 17.84851)
H (-24.62548, -14.77539, 9.32804)
N (-17.34128, -20.57623, 9.29058)
H (-18.45623, -19.02565, 10.04134)
H (-31.58962, -11.17895, -2.73065)
C (-22.70865, -1.60104, 18.90651)
C (-23.29967, -19.24315, 0.64734)
H (-31.22172, -12.03817, 9.68093)
H (-11.89655, -12.20669, 17.34474)
O (-24.89632, -9.77332, 1.99273)
H (-14.87396, -21.87386, 8.29433)
C (-28.15427, -10.70129, -0.68545)
H (-11.10108, -11.26353, 15.43495)
C (-26.01383, -5.82996, 25.65105)
H (-21.11149, -13.85196, 22.29192)
H (-27.30135, -11.26446, -1.06419)
H (-17.99628, -5.31935, 21.56802)
H (-33.40775, -13.89564, 15.62262)
C (-13.91052, -14.39851, 23.18926)
H (-18.86532, -9.41315, 12.98232)
C (-22.30801, -13.75233, 12.95641)
C (-28.97494, -16.71262, 2.77171)
H (-24.38474, -13.37913, 22.21311)
C (-21.08645, -11.80707, 13.53985)
N (-24.70888, -14.12959, 22.80627)
H (-28.22163, -15.05979, 2.26496)
C (-19.74228, -9.02229, 13.49835)
H (-23.81415, -7.70984, 22.84527)
H (-29.23503, -10.78773, 1.07134)
C (-26.44600, -21.67512, 3.38618)
H (-25.93199, -15.64923, 22.75157)
H (-21.07138, -13.61002, 14.42946)
H (-22.46706, -0.55145, 18.73891)
H (-26.37406, -7.89568, 13.30623)
H (-23.16132, -6.61035, 20.68629)
H (-29.92880, -16.34120, 3.14627)
H (-25.98502, -1.41630, 24.85057)
H (-21.98373, -11.42220, 14.02446)
C (-23.71354, -19.38603, -1.74307)
C (-16.99834, -21.24840, 7.98709)
C (-23.77148, -14.13989, 9.56239)
H (-17.75296, -21.82768, 7.45504)
H (-33.51868, -13.01754, 8.97338)
H (-26.32563, -22.62895, 2.87254)
O (-19.35165, -3.82534, 21.00559)
O (-25.92235, -3.56067, 25.08232)
H (-20.87472, -12.16158, 22.15594)
C (-23.52506, -14.66303, 23.48483)
C (-25.51094, -13.02576, 19.01170)
H (-33.15106, -18.39169, 16.14075)
O (-17.31303, -14.21327, 11.36476)
H (-20.62977, -1.77355, 20.43633)
C (-22.85595, -13.49267, 24.31715)
H (-17.96965, -14.21911, 12.06122)
N (-13.13988, -12.25487, 19.63106)
H (-15.94639, -10.12298, 9.63135)
C (-32.67767, -13.68421, 9.16406)
C (-27.27682, -10.22484, 1.53672)
O (-21.57622, -15.50733, 18.24820)
H (-25.56937, -8.41322, 12.13298)
H (-29.10392, -11.15797, -2.52162)
C (-25.55672, -2.21535, 25.45568)
O (-24.17877, -19.55856, -0.42475)
H (-19.70128, -7.95093, 13.69480)
H (-32.69123, -11.15245, 13.69105)
C (-22.54429, -13.35714, 11.44335)
H (-29.83075, -17.75030, 0.99157)
O (-16.28161, -23.26978, 8.99232)
C (-22.60678, -2.22808, 20.32427)
O (-25.03928, -13.99833, 19.97997)
H (-25.67048, -8.18192, 24.40756)
H (-12.68166, -14.66405, 20.81137)
H (-20.56102, -9.09084, 12.78207)
C (-12.11932, -11.29011, 15.04692)
H (-23.13203, -18.47339, -1.87355)
O (-14.12210, -13.66813, 21.96115)
H (-25.23116, -19.89916, 3.88678)
H (-22.69992, -12.28672, 11.30896)
H (-30.78924, -9.60369, -3.08276)
H (-13.74913, -5.27258, 12.67326)
H (-13.03036, -15.03235, 23.08122)
H (-24.60244, -19.22211, -2.35226)
C (-17.01083, -10.28036, 7.65136)
C (-31.38920, -18.08419, 15.04049)
H (-23.08146, -10.82773, 1.63337)
O (-27.04541, -22.17144, 4.59849)
H (-27.41928, -20.26813, 5.47871)
H (-30.75625, -11.27488, 11.88476)
H (-11.69369, -3.65502, 12.32717)
O (-16.86362, -11.67240, 7.49497)
N (-21.41225, -1.70785, 21.07155)
H (-20.28362, -12.96574, 23.60772)
H (-27.44924, -10.36571, 2.60374)
H (-22.44843, -3.29197, 20.14772)
H (-24.66106, -15.97918, 21.53946)
C (-24.20403, -6.65326, 20.37165)
O (-32.97426, -14.87270, 9.88045)
H (-32.01613, -19.14976, 21.40789)
C (-31.24216, -12.15653, 12.30271)
C (-31.80758, -11.79047, 13.70497)
H (-32.27794, -12.71507, 16.39787)
C (-33.93258, -15.65386, 9.10995)
H (-20.45241, -19.42058, 8.81773)
H (-12.40999, -12.20747, 14.53500)
H (-13.62137, -13.68310, 23.95913)
H (-16.69918, -14.90633, 11.60787)
H (-13.99436, -3.08783, 12.69919)
N (-21.02291, -13.24551, 13.48878)
C (-29.35437, -11.29800, -1.47006)
H (-15.95014, -8.65630, 8.70655)
C (-27.84572, -21.26135, 5.33814)
H (-23.13597, -13.39582, 13.56917)
H (-22.14498, -14.04533, 24.93130)
H (-29.25400, -17.38785, 13.89816)
H (-23.57031, -18.80530, 2.72474)
C (-24.83889, -7.52372, 22.52378)
O (-22.30200, -12.48871, 23.53707)
C (-25.77989, -10.70499, 1.37931)
H (-23.60265, -12.92354, 24.87090)
C (-32.91365, -12.92772, 15.53837)
H (-17.81710, -21.30412, 9.80425)
H (-25.84584, -1.91981, 26.46423)
N (-32.36806, -12.50097, 11.38578)
C (-13.98439, -13.47190, 19.54221)
O (-20.08088, -20.64982, 10.38414)
O (-25.05980, -6.47428, 21.55763)
O (-30.80486, -18.91197, 19.70824)
H (-34.80119, -15.04794, 8.85209)
N (-24.35480, -20.85284, 2.28232)
H (-17.01460, -12.06002, 8.36017)
H (-30.73487, -17.72670, 15.83557)
H (-14.53697, -11.08918, 18.33066)
C (-19.80218, -20.24994, 9.09605)
C (-25.62889, -7.28193, 23.79405)
O (-30.48300, -10.47873, -1.18384)
C (-25.10150, -20.93724, 3.58072)
H (-22.37751, -19.82234, 0.69463)
H (-16.59211, -20.59935, 7.21132)
H (-15.05061, -13.33673, 19.36059)
H (-32.17096, -13.76006, 8.20198)
H (-25.46930, -10.96671, 0.36781)
H (-24.52006, -2.01432, 25.18544)
H (-31.45466, -20.71523, 15.62055)
H (-34.20573, -16.50496, 9.73374)
H (-32.14909, -18.06364, 18.28148)
H (-12.10423, -10.54364, 14.25278)
H (-26.65332, -13.72796, 21.24859)
C (-15.93002, -9.74186, 8.61030)
N (-32.02460, -20.22914, 16.29802)
C (-15.20192, -24.20158, 9.33618)
H (-32.19709, -9.64999, -2.06169)
H (-23.54171, -2.14037, 20.87771)
H (-24.62095, -4.31925, 26.54550)
C (-29.80372, -18.17322, 13.37939)
H (-22.78756, -15.12565, 22.82894)
H (-17.99863, -10.15911, 8.09593)
H (-25.62063, -11.57600, 2.01497)
C (-11.84875, -4.30743, 13.18648)
C (-29.07218, -17.00445, 1.22904)
H (-25.12665, -5.33023, 23.89285)
H (-33.75442, -12.23537, 15.49514)
H (-25.16030, -8.48555, 22.12419)
H (-23.19763, -20.25429, -2.15300)
O (-14.06685, -3.45300, 13.58407)
H (-11.48787, -3.85797, 14.11160)
O (-20.01412, -9.77421, 14.65811)
N (-25.10526, -6.12965, 24.50974)
H (-20.08147, -4.35654, 22.87715)
H (-12.99983, -10.39090, 18.74111)
H (-32.86721, -13.28422, 11.78263)
H (-13.50679, -12.82105, 16.92409)
H (-32.72902, -19.49086, 18.90800)
C (-18.38380, -19.61205, 9.12538)
C (-25.30010, -15.21279, 21.97806)
H (-20.04472, -11.70016, 15.47085)
H (-24.01126, -13.16337, 9.14163)
H (-28.72543, -21.05460, 4.72865)
H (-23.75196, -1.73304, 18.61980)
H (-16.99009, -9.69331, 6.73319)
C (-21.04107, -2.53211, 22.28625)
H (-24.46616, -21.44444, 4.30682)
O (-32.29860, -12.99665, 14.30826)
H (-14.39313, -23.67482, 9.84264)
C (-31.19266, -19.89635, 17.47772)
H (-28.18696, -17.43710, 0.76288)
H (-22.00450, -21.12046, 9.96466)
O (-12.94906, -10.92886, 16.16142)
C (-25.63718, -4.44732, 26.17271)
C (-20.60254, -2.28130, 17.84487)
H (-33.03483, -19.31886, 14.69987)
H (-26.29921, -4.21325, 27.00640)
H (-26.10349, -12.22672, 19.45728)
H (-29.54221, -12.36498, -1.35021)
C (-12.94323, -11.93332, 17.21120)
C (-24.06237, -19.45152, 1.99785)
H (-25.90793, -6.51585, 26.49154)
C (-32.45814, -19.01221, 15.57251)
O (-25.85470, -8.64575, 13.01657)
H (-15.79509, -22.74366, 7.12445)
H (-15.69972, -25.01610, 9.86233)
H (-30.74487, -17.94575, 21.62735)
O (-30.69282, -18.94740, 14.14579)
H (-19.22845, -5.91001, 20.28452)
O (-23.66908, -14.05431, 10.98807)
H (-30.75485, -13.50598, 10.20696)
H (-20.21296, -1.27683, 18.01028)
H (-31.77966, -17.18545, 14.56310)
C (-26.05969, -14.53969, 20.82812)
H (-27.39151, -9.14674, 1.42423)
H (-11.18103, -5.16856, 13.16006)
H (-20.16681, -2.75559, 16.96550)
H (-33.53979, -15.85046, 8.11237)
H (-31.04775, -20.86959, 17.94664)
H (-21.69769, -16.45304, 18.33250)
H (-30.22745, -19.51419, 17.14541)
C (-31.78244, -19.03161, 18.62308)
C (-31.29982, -10.20676, -2.33194)
H (-17.96357, -4.91045, 19.93965)
H (-21.31022, -21.80371, 11.48250)
H (-29.03861, -18.87191, 13.04093)
H (-26.66455, -7.16442, 23.47517)
H (-32.12826, -17.57042, 20.66869)
C (-31.67579, -12.93082, 10.11115)
H (-23.90322, -15.36847, 24.22472)
C (-13.73434, -14.38133, 20.81806)
N (-28.28640, -10.95204, 0.76609)
H (-20.93126, -11.27519, 12.60117)
H (-21.82656, -2.61515, 23.03739)
H (-25.04262, -19.03783, 1.76108)
H (-19.03462, -11.53353, 14.02227)
H (-28.11179, -21.71732, 6.29176)
H (-27.06676, -5.79788, 25.37101)
H (-30.95451, -11.35281, 14.22345)
H (-22.82191, -18.28427, 0.44637)
H (-26.73535, -15.21979, 20.30943)
H (-20.23997, -1.98380, 22.78193)
H (-20.82398, -22.53045, 10.02424)
C (-31.43492, -18.37823, 20.90287)
C (-23.63474, -10.24644, 2.37098)
H (-24.50007, -7.49541, 19.74616)
H (-24.33222, -5.81343, 19.68874)
H (-19.86832, -21.03728, 8.34517)
H (-23.03377, -9.36600, 2.59848)
C (-21.10040, -12.93845, 22.88645)
C (-20.44758, -3.90097, 21.95709)
C (-21.12816, -21.56736, 10.43413)
H (-14.33698, -15.28604, 20.73800)
H (-22.46369, -15.14901, 18.26424)
C (-13.32204, -4.67870, 13.48134)
O (-28.06666, -15.72352, 2.94103)
H (-22.94740, -14.54271, 8.97355)

Force components x, y, z for each atom (eV/Å):
C 1.386 -0.041 -1.223
C -0.624 -0.188 -0.354
H -0.183 -0.031 -0.229
H 0.519 -0.304 0.059
H 0.078 -0.147 0.538
H 0.331 -0.302 0.137
C -0.013 0.888 -1.093
H 0.164 1.077 0.072
H -0.226 -0.593 -0.016
C 0.753 1.667 -0.502
H 0.069 0.210 0.408
H -0.572 -0.202 0.407
H 0.350 0.168 0.038
H -0.171 0.306 0.325
H -0.451 0.180 -0.085
H -0.015 0.250 0.186
H 0.278 -0.186 0.123
H 0.098 -0.314 0.134
H -0.172 -0.133 -0.100
H 0.290 -0.365 0.208
H -0.014 -0.152 0.331
H -0.576 0.254 -0.572
H -0.178 -0.058 -0.033
H 0.356 0.001 -0.013
H 0.081 1.047 0.072
O 0.769 0.940 0.502
H -0.041 -0.040 0.284
N 0.621 -1.491 -1.892
H 0.378 0.581 -0.187
H -0.231 0.108 -0.473
C -0.431 -1.601 -0.916
C 0.457 -0.570 0.347
H -0.693 0.427 -0.449
H 0.092 -0.298 0.317
O -0.629 0.991 -0.833
H 0.002 0.311 0.639
C -0.477 -1.830 0.762
H 0.319 -0.749 -0.243
C 1.621 1.067 -0.089
H -0.614 -0.310 0.386
H 0.323 -0.026 0.150
H -0.608 -0.595 0.403
H 0.236 -0.158 0.546
C 0.227 0.979 -0.904
H 0.400 0.291 0.047
C 0.429 0.086 -1.582
C -1.089 -0.970 -2.275
H 0.059 0.122 -0.344
C 1.103 1.883 2.014
N 1.240 -1.020 -0.836
H 0.114 0.198 0.071
C -0.637 -0.593 -0.632
H 0.558 0.668 -0.469
H 0.141 0.323 0.127
C -0.390 -1.446 0.864
H -0.568 -0.736 -0.718
H 0.621 0.181 0.417
H 0.299 0.083 0.672
H -0.132 0.181 0.120
H 0.079 -0.592 -0.109
H -0.492 -0.569 0.038
H -0.998 -0.629 -0.536
H -0.713 -0.060 -0.362
C -0.587 0.323 -0.125
C 1.411 -0.265 0.312
C -1.033 0.358 0.201
H -0.908 0.209 0.433
H -0.571 -0.272 0.314
H 0.862 0.015 -0.246
O -0.451 -0.797 0.081
O 0.311 1.541 0.939
H 0.149 0.109 0.093
C -0.616 2.187 1.390
C 0.280 -1.553 0.169
H -0.126 -0.300 0.532
O 0.057 0.178 -0.220
H 0.189 0.029 0.045
C -1.276 -1.479 -0.602
H -0.312 0.054 0.198
N -1.782 -0.320 -0.782
H -0.200 -0.380 -0.153
C 1.960 1.675 1.789
C 0.445 -0.224 0.749
O 0.245 0.126 -0.080
H 0.097 0.022 -0.228
H 0.092 -0.072 -0.294
C 0.093 0.289 -1.071
O 0.075 -0.367 0.474
H 0.487 -0.215 0.562
H 0.363 0.683 -0.473
C 0.377 -0.210 1.100
H -0.370 0.074 0.172
O 0.918 -0.807 1.451
C 1.945 0.399 -0.516
O -0.410 0.691 -0.386
H 0.568 -0.016 0.165
H 0.233 0.074 0.283
H -0.274 -0.215 -0.204
C 0.134 0.603 0.736
H 0.412 0.007 0.225
O 0.448 0.100 0.771
H -0.330 -0.094 0.373
H -0.096 0.307 0.265
H 0.350 -0.126 -0.082
H 0.005 -0.204 -0.102
H -0.277 -0.527 -0.014
H -0.093 -0.175 -0.038
C -0.066 0.415 2.006
C 0.022 -1.482 0.339
H -0.298 -0.187 -0.253
O 0.571 0.561 0.440
H 0.608 -0.057 0.291
H 0.050 0.149 0.068
H -0.181 -0.101 0.075
O 0.350 -0.288 -0.976
N -1.238 -0.749 1.100
H 0.058 -0.212 0.107
H -0.337 -0.179 0.037
H -0.331 -0.328 -0.208
H 0.614 0.126 0.202
C -0.854 0.947 0.886
O -1.121 -0.219 -1.866
H 0.012 -0.200 -0.001
C -2.277 0.625 0.336
C 0.279 -1.319 -0.469
H 0.229 0.034 -0.036
C 0.535 1.075 0.480
H -0.584 -0.044 -0.281
H 0.095 -0.396 0.446
H -0.400 0.127 0.034
H 0.178 -0.177 0.008
H -0.230 0.410 0.020
N -0.986 -0.173 -0.803
C 0.640 2.288 -0.330
H -0.361 0.164 -0.067
C -0.159 0.120 -1.068
H -0.303 0.110 -0.082
H 0.443 0.573 0.527
H -0.567 0.324 0.082
H 0.034 -0.770 0.545
C -0.380 -0.589 0.068
O 1.404 -0.765 -1.268
C -0.263 -0.284 1.044
H -0.170 -0.725 0.475
C -1.277 -0.206 -0.083
H 0.541 -0.446 0.669
H 0.367 -0.501 0.288
N 2.355 -0.284 -0.942
C 1.093 -1.197 1.467
O 0.428 -0.515 0.807
O 1.257 -0.828 -0.507
O -1.440 0.399 -0.241
H -0.399 0.138 0.574
N 1.402 0.619 1.368
H 0.018 -0.140 0.046
H 0.345 -0.021 0.140
H -0.494 -0.326 0.576
C 1.263 1.784 -1.110
C -0.085 0.434 -1.070
O -0.637 0.255 -0.162
C -0.409 -0.342 -1.889
H -0.081 -1.096 -0.327
H -0.297 0.894 0.315
H -0.274 0.567 0.409
H 0.045 -0.952 -0.217
H -0.059 0.262 -0.237
H 0.553 -0.445 0.868
H 0.262 -0.318 0.226
H 0.092 -0.071 -0.476
H 0.632 0.556 -0.043
H -0.620 0.466 0.354
H -0.171 0.176 0.003
C 0.212 0.571 -0.633
N -0.742 2.123 0.253
C -1.755 0.933 -1.427
H 0.127 -0.150 0.435
H 0.166 0.431 0.151
H 0.289 -0.310 -0.330
C 0.740 -1.767 -1.288
H 0.011 -0.191 -0.104
H -0.206 0.623 0.000
H -0.629 -0.747 -0.372
C -0.132 -0.900 1.651
C -0.456 -0.961 0.412
H -0.065 0.138 -0.121
H -0.039 0.568 0.256
H -0.215 -0.121 -0.385
H 0.296 -0.055 0.228
O 0.056 -0.520 -0.009
H -0.002 0.762 -0.194
O -0.200 -1.483 0.378
N -1.164 -0.881 1.248
H 0.048 -0.069 0.220
H 0.145 0.025 -0.196
H 0.039 -0.334 -0.020
H -0.111 0.008 -0.249
H 0.096 -0.526 0.670
C -1.517 -0.095 0.095
C -1.135 1.483 0.452
H -0.048 0.324 0.074
H 0.088 0.289 -0.016
H -0.575 -0.109 0.214
H -0.104 0.209 -0.037
H 0.149 -0.686 -0.320
C 1.141 0.708 -1.496
H -0.316 -0.149 0.112
O 1.650 -0.211 -1.221
H -0.076 -0.248 0.285
C 0.291 -0.822 0.361
H 0.480 0.146 0.552
H -0.299 -0.427 -0.078
O -0.587 -0.554 -0.242
C -1.184 -0.057 -0.530
C -0.769 -0.744 1.161
H -0.028 -0.235 -0.014
H -0.171 0.177 0.216
H 0.103 0.028 0.105
H 0.034 -0.018 0.604
C 0.604 1.311 -0.294
C -0.503 0.834 -2.933
H 0.204 -0.432 -0.260
C -0.978 0.444 0.080
O 0.035 -0.208 0.110
H 0.161 -0.001 -0.535
H 0.441 0.211 0.351
H 0.558 -0.355 -0.422
O 0.464 1.415 0.650
H -0.804 -0.050 0.906
O -0.026 -0.854 -0.995
H -0.184 -0.894 0.699
H -0.279 0.340 -0.420
H -0.317 -0.102 -0.355
C 0.525 0.094 0.520
H 0.513 0.343 -0.489
H -0.214 -0.330 -0.658
H -0.436 0.289 -0.211
H 0.451 -0.792 0.155
H 0.522 0.007 0.100
H 0.001 -0.244 0.023
H 0.218 0.220 0.324
C 0.046 -0.197 -0.486
C 0.213 -0.658 0.575
H 0.022 0.649 -0.141
H -0.263 0.365 0.073
H 0.276 -0.061 -0.005
H -0.487 0.388 0.013
H -0.088 0.101 -0.315
C -1.588 0.336 -0.177
H 0.304 -0.368 0.006
C -0.788 0.931 -1.598
N 1.110 -0.475 -0.729
H -0.270 -0.620 -0.332
H -0.338 -0.092 -0.401
H -0.181 0.976 0.317
H 0.426 0.134 0.183
H 0.059 0.045 -0.168
H -0.192 -0.041 -0.182
H -0.200 0.123 0.684
H -0.760 0.881 0.512
H 0.090 -0.147 -0.274
H 0.029 0.235 0.024
H -0.200 -0.028 -0.663
C -0.280 -0.217 -0.671
C 0.350 0.567 0.617
H 0.254 -0.569 0.527
H -0.312 0.386 0.420
H -0.105 -0.328 0.052
H 0.019 0.144 -0.251
C 0.093 1.524 -0.293
C 0.280 -0.675 -0.424
C -0.039 -0.346 0.805
H -0.079 -0.265 -0.177
H -0.286 0.144 0.098
C 0.346 0.711 -0.820
O 2.187 1.848 0.738
H 0.644 -0.092 0.669

Values from the calculation:
E_LUMO (eV): 0.22
Energy relative to the best compared isomer or geometry (same formula, charge and spin) (kcal per mole): 98.4
Charge: 0
Frontier orbital gap (eV): 8.77
E_HOMO (eV): -8.552
Largest force on an atom (eV/A): 3.138